1.
A structure of composition C16H31NOP2Pd, computed with ωB97M-V with the def2-TZVPD basis set.

Properties
highest occupied orbital energy (alpha / beta): -10.8 / -14.8 eV
Kohn-Sham gap (alpha / beta): 4.3 / 4.0 eV
<S²>: 6.02
calculated total energy: -1567.99082 a.u.
charge: +2
strongest force on any atom: 0.08365 hartree/bohr
spin multiplicity: 5
LUMO (alpha / beta): -0.237 / -0.396 hartree

Each line ends with the Mulliken spin population.
Geometry (Å):
P1 -0.06 2.05 -1.00  0.030
P2 0.69 1.29 2.00  0.341
C1 0.06 0.27 -0.55  0.049
C2 -0.12 0.01 0.96  -0.018
H1 1.04 -0.10 -0.90  0.001
H2 -0.69 -0.29 -1.14  0.026
H3 -1.19 0.03 1.23  0.008
H4 0.26 -0.98 1.25  0.030
C3 2.41 0.79 2.30  0.020
H5 2.79 1.43 3.11  0.002
H6 3.02 0.95 1.40  -0.005
H7 2.43 -0.26 2.60  0.007
C4 -0.09 1.38 3.62  0.002
H8 -0.13 0.38 4.06  0.011
H9 -1.09 1.80 3.53  0.000
H10 0.53 2.04 4.25  0.003
C5 0.85 2.32 -2.53  -0.008
H11 0.73 3.37 -2.83  0.006
H12 0.48 1.66 -3.32  0.012
H13 1.92 2.13 -2.35  0.002
C6 -1.80 2.48 -1.24  0.008
H14 -2.34 2.38 -0.28  0.014
H15 -2.27 1.85 -2.00  0.000
H16 -1.85 3.53 -1.54  0.000
Pd1 0.67 3.18 0.78  1.170
C7 -0.90 -3.42 0.65  0.029
C8 0.43 -3.43 0.48  0.038
C9 1.16 -4.07 -0.66  0.042
C10 0.45 -4.01 -2.04  0.067
C11 -0.15 -2.67 -2.39  0.348
C12 -1.39 -2.27 -2.11  0.284
C13 -2.44 -3.07 -1.39  0.045
C14 -1.92 -4.02 -0.28  -0.023
C15 0.33 5.01 -0.16  0.741
H17 -1.35 -2.99 1.55  0.001
H18 1.09 -3.03 1.26  0.003
H19 1.37 -5.14 -0.44  -0.002
H20 2.15 -3.59 -0.75  0.001
H21 1.23 -4.20 -2.80  0.003
H22 -0.28 -4.82 -2.13  0.021
H23 0.53 -2.03 -2.97  0.008
H24 -1.76 -1.31 -2.48  0.007
H25 -3.02 -3.68 -2.11  0.053
H26 -3.16 -2.37 -0.94  0.019
H27 -2.79 -4.28 0.34  0.002
H28 -1.56 -4.96 -0.73  0.008
H29 -0.23 5.58 0.59  0.019
H30 -0.17 4.94 -1.13  -0.027
H31 1.36 5.37 -0.24  0.022
O1 1.86 5.87 3.86  0.241
C16 1.59 4.93 3.16  0.001
N1 1.31 3.97 2.49  0.337

=====

2.
A structure of composition C16H31NP2PbS, computed with ωB97M-V with the def2-TZVPD basis set.

Properties
highest occupied orbital energy: -8.1 eV
Kohn-Sham gap: 7.1 eV
calculated total energy: -1956.62827 a.u.
charge: 0
strongest force on any atom: 0.07323 hartree/bohr
LUMO: -0.034 hartree

Each line ends with the Mulliken charge.
Geometry (Å):
P1 2.45 -0.76 -1.33  0.996
P2 0.57 -2.95 -0.16  0.902
C1 3.18 -2.49 -1.15  -1.137
C2 2.07 -3.55 -1.14  -1.150
H1 3.77 -2.50 -0.21  0.432
H2 3.84 -2.65 -2.02  0.467
H3 1.72 -3.78 -2.16  0.431
H4 2.44 -4.47 -0.64  0.455
C3 1.09 -3.75 1.43  -1.494
H5 0.23 -3.72 2.11  0.364
H6 1.92 -3.18 1.87  0.340
H7 1.39 -4.79 1.23  0.468
C4 -0.55 -4.28 -0.75  -1.406
H8 -0.07 -5.26 -0.62  0.402
H9 -0.76 -4.10 -1.82  0.371
H10 -1.48 -4.22 -0.17  0.393
C5 4.01 0.12 -0.91  -1.411
H11 3.86 1.19 -1.10  0.401
H12 4.84 -0.28 -1.52  0.379
H13 4.22 -0.04 0.16  0.364
C6 2.62 -0.69 -3.17  -1.459
H14 1.86 -1.33 -3.63  0.337
H15 3.63 -1.03 -3.44  0.446
H16 2.47 0.35 -3.48  0.375
Pb1 -4.17 3.51 1.11  0.709
C7 -2.51 0.01 0.57  -0.506
C8 -1.82 0.11 1.71  -0.476
C9 -0.32 0.12 1.81  0.488
C10 0.37 1.52 1.83  -0.820
C11 0.02 2.46 0.73  -0.338
C12 -0.45 2.17 -0.49  -0.548
C13 -0.62 0.80 -1.04  1.100
C14 -1.99 0.08 -0.83  -0.769
C15 -2.77 5.32 0.88  -1.364
H17 -3.62 -0.05 0.62  0.519
H18 -2.34 0.16 2.68  0.371
H19 0.16 -0.51 1.06  -1.038
H20 -0.06 -0.32 2.78  0.577
H21 0.08 2.03 2.76  0.384
H22 1.45 1.33 1.93  0.337
H23 0.12 3.52 1.02  0.436
H24 -0.82 2.97 -1.14  0.328
H25 0.19 0.12 -0.72  -1.601
H26 -0.52 0.88 -2.13  0.611
H27 -2.75 0.63 -1.40  0.415
H28 -1.91 -0.90 -1.33  0.295
H29 -3.38 6.04 0.31  0.432
H30 -1.91 5.00 0.25  0.326
H31 -2.40 5.79 1.80  0.348
S1 -5.97 3.66 3.02  -0.396
C16 -5.78 5.28 2.58  0.407
N1 -5.59 6.41 2.25  -0.496

=====

3.
A structure of composition C16H31NP2W, computed with ωB97M-V with the def2-TZVPD basis set.

Properties
highest occupied orbital energy (alpha / beta): -14.4 / -14.9 eV
Kohn-Sham gap (alpha / beta): 6.4 / 6.7 eV
<S²>: 2.04
calculated total energy: -1431.85779 a.u.
charge: +2
strongest force on any atom: 0.07815 hartree/bohr
spin multiplicity: 3
LUMO (alpha / beta): -0.296 / -0.299 hartree

Each line ends with the Mulliken spin population.
Geometry (Å):
P1 -0.10 2.04 1.57  -0.001
P2 2.46 -0.85 0.78  -0.067
C1 -0.20 -0.13 1.08  0.069
C2 0.80 -1.16 1.56  0.060
H1 -0.45 -0.17 -0.05  0.053
H2 -1.22 -0.27 1.50  0.043
H3 0.89 -1.12 2.67  -0.005
H4 0.33 -2.11 1.29  0.003
C3 2.82 -1.54 -0.86  0.024
H5 3.89 -1.42 -1.03  0.005
H6 2.38 -0.94 -1.69  -0.011
H7 2.53 -2.60 -0.91  -0.001
C4 3.53 -1.69 1.96  0.008
H8 3.68 -2.72 1.61  -0.003
H9 3.09 -1.68 2.97  -0.001
H10 4.49 -1.14 1.99  0.000
C5 -1.48 2.92 0.77  0.000
H11 -1.73 3.78 1.41  0.001
H12 -2.39 2.32 0.70  -0.001
H13 -1.25 3.28 -0.23  -0.002
C6 -0.84 1.83 3.23  0.004
H14 -0.38 0.97 3.76  0.004
H15 -1.93 1.64 3.10  -0.003
H16 -0.68 2.78 3.78  -0.001
W1 1.17 0.93 -0.15  1.673
C7 -0.62 -2.12 -1.26  -0.075
C8 -0.05 -1.30 -2.18  0.162
C9 -0.75 -0.71 -3.35  -0.037
C10 -2.02 0.06 -2.99  0.008
C11 -1.91 0.71 -1.65  0.083
C12 -2.45 0.16 -0.53  -0.032
C13 -2.90 -1.26 -0.38  -0.013
C14 -2.11 -2.37 -1.09  0.011
C15 1.40 2.96 1.38  0.018
H17 -0.02 -2.90 -0.77  -0.004
H18 1.02 -1.41 -2.37  0.009
H19 -0.99 -1.52 -4.06  -0.002
H20 -0.03 -0.04 -3.83  0.003
H21 -2.17 0.84 -3.76  -0.001
H22 -2.89 -0.61 -3.06  0.002
H23 -1.49 1.71 -1.66  -0.015
H24 -2.72 0.75 0.35  0.005
H25 -3.96 -1.33 -0.69  0.002
H26 -2.91 -1.45 0.71  0.000
H27 -2.20 -3.28 -0.46  0.000
H28 -2.59 -2.61 -2.06  0.000
H29 2.32 2.81 2.00  -0.005
H30 1.05 4.00 1.57  0.008
H31 1.73 2.92 0.29  -0.012
N1 4.47 1.65 -0.64  0.054
C16 3.38 1.37 -0.30  -0.018